(1)
Formula: C4H6NS
Source: the Open Molecules 2025 dataset
Level of theory: ωB97M-V/def2-TZVPD

Summary:
Electronic energy = -16561.6824 eV
HOMO (spin up / spin down) = -14.39 / -14.39 eV
Gap between HOMO and LUMO (spin up / spin down) = 8.9 / 8.9 eV
Charge = +1

Each line ends with the Löwdin charge.
Atoms and positions in Å:
1 C -0.79237 -0.43966 0.73082  -0.1113
2 C -0.84352 -1.77890 0.38678  -0.3159
3 C 0.74963 -0.68223 -1.16306  -0.1885
4 C 0.42961 1.62322 0.03800  -0.0338
5 N 0.05452 0.28647 -0.01496  -0.1165
6 S 0.11276 -2.23052 -0.98720  1.1462
7 H -1.24412 -0.03637 1.57353  0.1322
8 H -1.21790 -2.56380 1.05132  0.0966
9 H 1.26926 -0.15692 -1.92826  0.0789
10 H 0.94138 1.79234 -0.82574  0.0699
11 H -0.38715 2.32472 0.16808  0.1209
12 H 0.92789 1.86164 0.97070  0.1212

Forces on atoms 1 to 6 (eV/Å):
C 1.82 -1.65 -1.91
C 0.30 -0.28 0.29
C -3.82 2.33 4.76
C -1.16 1.71 2.80
N 1.37 -6.04 -4.37
S 0.09 2.17 1.03

(2)
Formula: C2H4O2
Source: the Open Molecules 2025 dataset
Level of theory: ωB97M-V/def2-TZVPD

Summary:
Electronic energy = -6233.2829 eV
HOMO = -10.93 eV
Gap between HOMO and LUMO = 11.9 eV
SMILES = COC=O

Each line ends with the Löwdin charge.
Atoms and positions in Å:
1 C -1.03169 -0.11976 0.07385  -0.0587
2 O 0.26572 -0.60008 0.41137  -0.0794
3 C 1.32635 0.10539 -0.01284  -0.3612
4 O 1.42787 1.29947 -0.09569  0.0836
5 H -0.94324 0.72827 -0.60785  0.0901
6 H -1.58383 0.17577 0.96683  0.0914
7 H -1.53673 -0.95580 -0.42134  0.0928
8 H 2.07556 -0.63324 -0.31433  0.1415

Forces on atoms 1 to 6 (eV/Å):
C -0.35 0.18 -0.06
O 0.10 -0.14 -0.24
C 0.08 0.26 -0.05
O -0.32 -0.74 -0.07
H -0.12 -0.03 0.12
H 0.10 -0.01 -0.06

(3)
Formula: C8H9NO4
Source: the Open Molecules 2025 dataset
Level of theory: ωB97M-V/def2-TZVPD

Summary:
Electronic energy = -18119.9709 eV
HOMO = -9.63 eV
Gap between HOMO and LUMO = 10.2 eV
SMILES = O=C1CCC(=O)[C@@]2(O)CC=N[C@@]12O

Each line ends with the Löwdin charge.
Atoms and positions in Å:
1 O -2.07870 1.79992 0.08436  0.1417
2 C -1.21559 1.25408 -0.52760  -0.3173
3 C 0.08409 1.76519 -1.06928  -0.0587
4 C 0.97378 1.40131 0.17424  -0.0412
5 C 1.28260 -0.02665 -0.13754  -0.3679
6 O 2.42517 -0.37649 -0.25113  0.1428
7 C 0.15079 -0.96801 -0.23022  -0.3679
8 O 0.50946 -1.96717 -1.14608  0.0296
9 C -0.26652 -1.69370 1.07826  -0.0211
10 C -1.82436 -1.67456 1.03937  -0.0688
11 N -2.25908 -0.96770 0.08179  0.1308
12 C -1.23150 -0.37685 -0.74185  -0.3868
13 O -1.45456 -0.53874 -2.12397  0.0359
14 H 0.42491 1.42594 -1.98457  0.1005
15 H -0.00722 2.92165 -1.27260  0.1674
16 H 0.36122 1.39571 1.08255  0.1401
17 H 1.85417 1.96885 0.19857  0.1128
18 H 1.42720 -2.10006 -1.33823  0.0987
19 H 0.11127 -0.97338 1.98844  0.1764
20 H 0.17072 -2.62214 1.19202  0.0851
21 H -2.50761 -2.20993 1.73544  0.1258
22 H -1.55424 -1.53251 -2.23422  0.1422

Forces on atoms 1 to 6 (eV/Å):
O 0.25 0.59 -0.08
C -0.53 -2.86 -1.22
C -1.33 4.73 2.29
C -1.53 -1.01 -1.38
C 0.99 1.32 1.68
O 0.65 -0.83 -0.60

(4)
Formula: C3H5NOS2
Source: the Open Molecules 2025 dataset
Level of theory: ωB97M-V/def2-TZVPD

Summary:
Electronic energy = -28398.6137 eV
HOMO = -8.37 eV
Gap between HOMO and LUMO = 8.9 eV
SMILES = CC1=NS[C@H](S)O1

Each line ends with the Löwdin charge.
Atoms and positions in Å:
1 C 0.47973 -0.77843 -1.92296  -0.0102
2 C -0.01650 -0.01108 -0.82432  -0.6103
3 N -0.21316 1.23402 -0.92697  -0.2331
4 S -0.84097 1.86735 0.52791  0.8367
5 C -0.60192 0.16149 1.35703  -0.8887
6 S 0.75215 0.16250 2.56036  0.6880
7 O -0.22974 -0.71427 0.31912  -0.1037
8 H 1.58796 -0.92760 -1.64079  0.1308
9 H 0.45789 -0.10830 -2.73760  0.0697
10 H -0.07629 -1.76799 -2.03429  0.1234
11 H -1.58025 -0.09973 1.62006  0.0495
12 H 0.28111 0.98202 3.70246  -0.0523

Forces on atoms 1 to 6 (eV/Å):
C 1.93 -2.37 0.38
C -0.48 0.92 0.31
N -0.39 0.17 0.54
S 0.37 -1.05 0.09
C 0.31 1.95 -0.52
S -0.37 0.70 2.06

> Among the records above, which one has the lowest electronic energy?

C3H5NOS2

> Which of these has the highest electronic energy?

C2H4O2